ORCA calculation (wB97M-V/def2-TZVPD) on a structure of composition C3H5N3O.

Output
**Frontier orbital gap**: 9.522 eV
**E**: -9707.94978 eV

CARTESIAN COORDINATES (ANGSTROEM)
N (-2.0494, -0.4782, 0.6677)
C (-0.7473, -0.0436, 0.3702)
N (0.3609, -0.8199, 0.4179)
C (1.2629, -0.1257, -0.2753)
O (2.5276, -0.5456, -0.4288)
C (0.7339, 1.0705, -0.7677)
N (-0.5623, 1.1429, -0.3829)
H (-2.0034, -1.3592, 1.1648)
H (-2.5953, -0.5929, -0.1790)
H (2.5895, -1.4118, 0.0004)
H (1.2329, 1.8870, -1.2702)
H (-0.5949, 1.1098, 0.9217)